1.
Below is C44H52MnN4Si2Te as an isolated structure, with properties calculated with the ωB97M-V functional and the def2-TZVPD basis.

As for the total charge: +1. Its multiplicity is 5. The molecular weight is 875.64 g/mol. The value obtained for the total energy is -106798.842 eV.

Structure (XYZ):
```
104
Properties=species:S:1:pos:R:3:mulliken_spin:R:1
Mn -0.54 0.53 0.55 4.330
N -1.32 3.66 1.61 0.007
C -2.20 2.70 2.07 0.018
C -3.14 3.12 3.02 -0.005
C -4.00 2.21 3.57 0.002
C -3.92 0.87 3.17 0.015
C -2.98 0.54 2.23 0.067
N -2.13 1.43 1.67 -0.051
C -0.43 3.69 0.55 0.004
C 0.21 4.91 0.28 -0.004
C 1.08 4.97 -0.78 0.002
C 1.29 3.84 -1.57 0.000
C 0.63 2.69 -1.23 0.026
N -0.21 2.60 -0.17 -0.038
H -1.36 4.52 2.12 -0.001
H -3.18 4.16 3.31 0.000
H -4.73 2.52 4.31 0.000
H -4.56 0.11 3.59 -0.001
H -2.88 -0.48 1.90 -0.035
H 0.02 5.77 0.90 0.000
H 1.59 5.90 -1.00 0.000
H 1.94 3.86 -2.44 0.000
H 0.72 1.78 -1.80 0.018
C 0.90 3.84 4.63 0.013
C 1.52 3.73 3.40 -0.001
C 1.40 2.57 2.64 -0.027
C 0.63 1.50 3.10 0.036
C 0.01 1.61 4.35 -0.010
C 0.15 2.77 5.10 -0.004
N 0.41 0.36 2.28 0.018
C 0.56 -0.92 2.86 -0.025
C 1.52 -1.17 3.85 0.004
C 1.70 -2.46 4.34 -0.007
C 0.96 -3.53 3.85 0.014
C 0.01 -3.29 2.88 0.002
C -0.20 -2.00 2.40 0.014
H 1.01 4.74 5.22 0.001
H 2.13 4.55 3.02 0.000
H 1.89 2.50 1.68 -0.006
H -0.58 0.79 4.72 -0.001
H -0.34 2.84 6.07 0.000
H 2.12 -0.35 4.23 0.001
H 2.45 -2.62 5.11 -0.001
H 1.12 -4.53 4.24 0.001
H -0.59 -4.11 2.49 0.001
H -0.98 -1.85 1.66 0.040
C -5.46 0.58 -4.72 0.012
C -4.70 -0.54 -4.43 -0.009
C -3.67 -0.48 -3.50 0.008
C -3.39 0.72 -2.84 0.006
C -4.14 1.85 -3.15 0.014
C -5.18 1.78 -4.07 -0.007
C -2.30 0.87 -1.83 0.065
C -1.83 -0.02 -0.95 -0.132
C -2.40 -1.38 -0.72 -0.147
C -1.64 -2.54 -0.83 -0.050
C -2.19 -3.79 -0.59 0.011
C -3.52 -3.91 -0.22 -0.022
C -4.30 -2.76 -0.10 0.010
C -3.74 -1.51 -0.35 -0.019
H -6.26 0.53 -5.44 0.001
H -4.91 -1.48 -4.94 0.000
H -3.09 -1.36 -3.29 0.001
H -3.92 2.79 -2.66 -0.001
H -5.76 2.67 -4.29 0.000
H -1.87 1.87 -1.82 0.001
H -0.60 -2.48 -1.12 -0.025
H -1.57 -4.68 -0.69 0.000
H -3.95 -4.88 -0.02 0.000
H -5.35 -2.84 0.17 0.000
H -4.36 -0.62 -0.29 -0.001
C -0.46 -1.79 -4.09 -0.003
Si 1.36 -2.01 -3.74 0.001
C 2.36 -1.66 -5.26 0.000
C 1.73 -3.72 -3.09 -0.002
C 1.95 -0.74 -2.47 -0.003
Te 1.50 -1.00 -0.40 -0.127
C 3.20 0.06 0.27 -0.001
Si 4.79 -0.97 0.29 -0.003
C 5.02 -1.86 -1.33 -0.003
C 4.66 -2.20 1.67 -0.002
C 6.18 0.22 0.57 -0.001
H -0.63 -1.77 -5.17 0.000
H -0.85 -0.86 -3.67 0.003
H -1.05 -2.61 -3.68 0.001
H 2.11 -2.37 -6.06 0.000
H 3.43 -1.73 -5.07 0.000
H 2.15 -0.65 -5.65 0.000
H 1.29 -4.47 -3.76 0.000
H 1.31 -3.89 -2.09 0.001
H 2.81 -3.90 -3.05 0.000
H 1.68 0.28 -2.77 0.001
H 3.05 -0.78 -2.45 0.002
H 2.96 0.37 1.29 0.001
H 3.28 0.96 -0.35 0.002
H 4.15 -2.48 -1.59 0.002
H 5.88 -2.53 -1.25 0.000
H 5.22 -1.17 -2.16 0.000
H 3.76 -2.82 1.57 0.001
H 4.61 -1.70 2.64 0.000
H 5.53 -2.87 1.67 0.000
H 6.29 0.91 -0.27 0.000
H 7.14 -0.31 0.69 0.000
H 6.02 0.82 1.48 0.000
```


2.
Below is C44H53AlBO5P2 as an isolated structure, with properties calculated with the ωB97M-V functional and the def2-TZVPD basis.

As for the total charge: -1. The molecular weight is 761.64 g/mol. The value obtained for the total energy is -82578.676 eV.

Structure (XYZ):
```
106
Properties=species:S:1:pos:R:3:mulliken_charge:R:1
C 3.25 -2.97 0.93 -0.392
O 2.82 -3.19 -0.47 -0.499
B 1.37 -2.95 -0.64 0.489
O 0.47 -3.95 -1.30 -0.486
Al 0.65 -1.14 0.11 0.339
C 2.01 0.40 -0.02 -0.504
P -1.44 -0.57 -0.80 -0.057
P -2.85 -1.94 0.25 0.632
O -2.40 -3.41 -0.22 -0.589
O -2.64 -1.80 1.99 -0.536
O -4.53 -1.60 -0.12 -0.488
H 2.36 -2.91 1.70 0.192
H 3.89 -1.99 0.97 0.042
H 3.89 -3.92 1.23 0.280
H 0.55 -4.82 -0.76 0.241
H 0.42 -1.43 1.68 -0.429
H 1.50 1.47 -0.13 0.157
H 2.64 0.42 0.99 -0.206
H 2.80 0.28 -0.89 0.233
H -1.44 -0.88 -2.23 0.059
H -1.71 -1.47 2.19 0.273
H -5.05 -2.32 0.38 0.329
C 2.87 5.55 1.64 -0.501
C 3.86 4.59 1.78 -0.133
C 3.55 3.34 2.32 -0.221
C 2.24 3.05 2.71 -0.622
C 1.25 4.02 2.57 -0.333
C 1.56 5.27 2.04 -0.389
H 3.11 6.53 1.23 0.362
H 4.88 4.81 1.47 0.361
H 4.33 2.59 2.43 0.343
H 2.00 2.08 3.12 0.378
H 0.23 3.80 2.87 0.405
H 0.78 6.03 1.94 0.357
C -6.63 -7.10 -1.35 -0.547
C -6.63 -6.53 -0.07 -0.232
C -5.55 -5.75 0.34 -0.645
C -4.47 -5.54 -0.52 -0.355
C -4.47 -6.11 -1.79 -0.501
C -5.55 -6.89 -2.20 -0.103
H -7.47 -7.70 -1.67 0.351
H -7.47 -6.68 0.59 0.352
H -5.54 -5.31 1.34 0.406
H -3.62 -4.93 -0.19 0.601
H -3.63 -5.94 -2.46 0.421
H -5.54 -7.34 -3.19 0.322
C 7.27 3.05 0.98 -0.381
C 6.97 2.76 -0.35 -0.400
C 7.93 2.97 -1.34 -0.451
C 9.19 3.47 -0.99 -0.371
C 9.49 3.75 0.34 -0.376
C 8.52 3.54 1.33 -0.662
H 6.52 2.88 1.75 0.631
H 5.99 2.37 -0.62 0.502
H 7.70 2.76 -2.38 0.373
H 9.94 3.63 -1.76 0.349
H 10.47 4.13 0.61 0.349
H 8.75 3.77 2.37 0.423
C 6.35 -1.15 4.90 -0.556
C 6.34 -0.83 3.54 -0.141
C 7.32 0.01 3.02 -0.506
C 8.31 0.53 3.85 -0.362
C 8.32 0.20 5.21 -0.489
C 7.34 -0.63 5.73 -0.294
H 5.58 -1.81 5.30 0.368
H 5.57 -1.24 2.89 0.412
H 7.31 0.27 1.96 0.475
H 9.08 1.18 3.44 0.402
H 9.10 0.60 5.85 0.352
H 7.34 -0.88 6.79 0.355
C -5.32 -7.61 -6.84 -0.448
C -4.36 -7.19 -5.92 -0.358
C -3.12 -7.82 -5.86 -0.370
C -2.83 -8.87 -6.74 -0.392
C -3.78 -9.29 -7.66 -0.364
C -5.03 -8.67 -7.71 -0.349
H -6.29 -7.13 -6.88 0.353
H -4.58 -6.37 -5.24 0.513
H -2.37 -7.50 -5.14 0.379
H -1.86 -9.36 -6.70 0.350
H -3.55 -10.10 -8.34 0.339
H -5.77 -9.00 -8.43 0.345
C -2.39 4.87 -0.49 -0.333
C -1.76 3.62 -0.49 -0.447
C -2.25 2.59 -1.30 0.065
C -3.35 2.81 -2.12 -0.557
C -3.98 4.06 -2.13 -0.297
C -3.50 5.08 -1.31 -0.725
H -2.02 5.67 0.14 0.498
H -0.90 3.45 0.15 0.411
H -1.76 1.62 -1.29 0.019
H -3.72 2.01 -2.76 0.396
H -4.84 4.23 -2.77 0.360
H -3.99 6.05 -1.31 0.458
C -7.42 7.49 2.02 -0.348
C -6.46 7.92 2.95 -0.342
C -5.22 7.29 3.00 -0.435
C -4.93 6.24 2.13 -0.396
C -5.88 5.82 1.20 -0.349
C -7.13 6.44 1.15 -0.430
H -8.39 7.98 1.98 0.345
H -6.68 8.74 3.62 0.343
H -4.47 7.61 3.73 0.352
H -3.96 5.75 2.17 0.438
H -5.65 5.00 0.52 0.468
H -7.87 6.11 0.44 0.354
```


Going through the records in order, we get energy relative to the best compared isomer or geometry (same formula, charge and spin) values of 0.00, 341.45 kJ/mol.